22
Properties=species:S:1:pos:R:3 method="wB97M-V/def2-TZVPD" total_charge=+1 homo_lumo_gap_ev=7.83 relative_energy_kcal_mol=47.15 molar_mass_g_mol=133.2 energy_ev=-17671.425
C 1.64 0.60 0.60
C 1.25 -0.56 -0.37
C 0.76 1.77 0.22
C -1.18 0.55 -0.69
C -0.23 -0.59 -0.89
N -0.73 -1.22 1.67
N -0.68 1.57 0.33
P -1.02 -2.16 -1.36
H 1.65 0.31 1.57
H 2.68 0.91 0.40
H 1.87 -0.65 -1.26
H 1.27 -1.54 0.11
H 0.94 2.57 0.90
H 1.06 2.21 -0.77
H -1.52 0.93 -1.67
H -2.05 0.14 -0.19
H -0.37 -0.28 1.80
H -1.69 -0.85 1.56
H -0.77 -1.60 2.62
H -1.18 2.39 -0.11
H -0.01 -2.81 -1.99
H -1.70 -1.69 -2.46

---

22
Properties=species:S:1:pos:R:3 method="wB97M-V/def2-TZVPD" homo_lumo_gap_ev=9.19 relative_energy_kcal_mol=19.05 molar_mass_g_mol=134.2 energy_ev=-19226.470
C -1.51 -0.85 1.39
N -2.76 -0.15 1.70
C -2.78 1.11 1.64
N -1.62 1.94 1.82
H -1.28 -0.78 0.33
H -1.61 -1.89 1.68
H -0.68 -0.41 1.96
H -3.72 1.65 1.53
H -1.64 2.76 1.22
H -1.58 2.26 2.78
C 1.53 -1.58 -2.98
C 1.51 -0.46 -1.95
S 1.71 -1.11 -0.28
C 1.73 0.44 0.63
H 1.38 -1.13 -3.97
H 0.72 -2.30 -2.82
H 2.48 -2.11 -2.99
H 0.60 0.14 -2.04
H 2.36 0.19 -2.14
H 2.56 1.07 0.31
H 0.80 0.98 0.47
H 1.81 0.24 1.70

---

22
Properties=species:S:1:pos:R:3 method="wB97M-V/def2-TZVPD" homo_lumo_gap_ev=5.45 relative_energy_kcal_mol=92.87 molar_mass_g_mol=134.2 energy_ev=-19223.269
C -0.96 -0.55 1.72
N -0.26 0.58 1.26
C 0.25 0.64 0.01
C 1.25 1.80 -0.06
S 0.76 -2.02 -1.55
C -0.94 0.78 -1.02
N -0.36 0.87 -2.33
C -0.06 -1.81 1.88
H -1.36 -0.30 2.69
H -1.76 -0.81 1.01
H 2.15 1.54 -0.60
H 0.73 -0.37 -0.25
H 0.81 2.67 -0.53
H 1.51 2.08 0.97
H 1.94 -1.41 -1.76
H -1.55 -0.12 -0.87
H -1.52 1.68 -0.84
H -1.06 1.15 -2.98
H -0.01 -0.06 -2.56
H 0.72 -1.59 2.61
H 0.40 -2.13 0.96
H -0.68 -2.61 2.24

---

22
Properties=species:S:1:pos:R:3 method="wB97M-V/def2-TZVPD" smiles=C[C@@H](N)CNCCS homo_lumo_gap_ev=9.45 relative_energy_kcal_mol=5.23 molar_mass_g_mol=134.2 energy_ev=-19227.070
C -0.94 -2.25 -1.47
C -0.12 -0.96 -1.47
N -0.65 0.07 -2.40
C -0.02 -0.33 -0.09
N 1.18 0.44 0.06
C 1.45 0.98 1.37
C 0.38 1.95 1.94
S -0.90 1.20 2.97
H -1.75 -2.23 -0.72
H -0.36 -3.12 -1.17
H -1.43 -2.42 -2.42
H 0.87 -1.17 -1.86
H -1.45 0.54 -1.98
H -1.05 -0.39 -3.22
H -0.93 0.29 0.05
H -0.08 -1.08 0.70
H 1.25 1.17 -0.64
H 2.33 1.60 1.25
H 1.63 0.19 2.09
H 0.82 2.81 2.42
H -0.14 2.43 1.10
H -0.12 0.24 3.49

---

22
Properties=species:S:1:pos:R:3 method="wB97M-V/def2-TZVPD" homo_lumo_gap_ev=6.23 relative_energy_kcal_mol=81.54 molar_mass_g_mol=134.2 energy_ev=-19223.761
C 1.66 2.08 0.25
C 1.34 2.49 -1.21
S 0.13 1.37 -1.96
N 1.99 0.67 0.50
H 0.74 2.27 0.80
H 2.48 2.70 0.61
H 2.26 2.49 -1.80
H 0.87 3.47 -1.12
H 2.94 0.50 0.18
H 1.40 0.16 -0.17
C -0.37 -3.02 -0.29
C -0.96 -1.70 0.05
C -1.87 -1.54 1.01
N -2.48 -0.32 1.36
H -0.64 -3.79 0.45
H -0.68 -3.40 -1.27
H 0.73 -2.98 -0.34
H -0.76 -0.86 -0.62
H -2.19 -2.41 1.56
H -0.98 1.80 -0.18
H -2.16 0.37 0.70
H -3.48 -0.36 1.49

---

22
Properties=species:S:1:pos:R:3 method="wB97M-V/def2-TZVPD" total_charge=+1 homo_lumo_gap_ev=6.26 relative_energy_kcal_mol=127.29 molar_mass_g_mol=116.2 energy_ev=-9871.646
C -1.74 0.72 -1.36
C -2.35 -0.19 -0.30
C -1.48 -0.53 0.88
C -0.02 -1.18 0.54
N 0.79 -0.47 -0.22
C 1.89 0.19 0.45
N 1.61 1.60 0.39
N 3.09 -0.23 -0.29
H -1.49 1.70 -0.94
H -0.79 0.34 -1.72
H -2.41 0.91 -2.19
H -3.30 0.23 0.03
H -2.65 -1.12 -0.79
H -2.04 -1.19 1.53
H -1.20 0.37 1.41
H -0.37 -2.08 0.01
H 0.34 -1.46 1.54
H 1.95 -0.16 1.48
H 2.43 2.17 0.23
H 0.89 1.82 -0.28
H 2.96 -1.13 -0.74
H 3.89 -0.31 0.33

---

22
Properties=species:S:1:pos:R:3 method="wB97M-V/def2-TZVPD" total_charge=+1 homo_lumo_gap_ev=5.50 relative_energy_kcal_mol=108.94 molar_mass_g_mol=116.2 energy_ev=-9872.442
C 3.16 0.27 0.15
C 1.79 -0.14 -0.37
C 0.87 1.08 -0.52
C -0.52 0.84 0.02
C -1.65 1.07 -0.76
N -2.87 0.48 -0.46
N -0.58 0.28 1.21
N -0.32 -3.01 0.72
H 3.69 1.07 -0.36
H 3.88 -0.55 0.18
H 3.09 0.61 1.18
H 1.89 -0.71 -1.29
H 0.79 1.39 -1.56
H 1.24 1.86 0.16
H -1.52 1.78 -1.58
H -2.99 -0.34 -1.07
H -3.63 1.13 -0.64
H -1.56 0.16 1.50
H -0.96 -3.78 0.52
H -0.59 -2.68 1.64
H 1.35 -0.81 0.38
H -0.61 -2.25 0.12

---

23
Properties=species:S:1:pos:R:3 method="wB97M-V/def2-TZVPD" total_charge=+1 smiles="CN/C(=[NH+]/C)[C@@H](O)NC" homo_lumo_gap_ev=9.07 relative_energy_kcal_mol=63.31 molar_mass_g_mol=132.2 energy_ev=-11921.662
C -0.25 1.26 -2.02
N -0.14 1.83 -0.64
C 0.12 1.06 0.47
N 0.09 1.66 1.68
C -0.03 1.01 2.94
C 0.42 -0.41 0.13
O 0.74 -1.10 1.28
N -0.73 -1.21 -0.68
C -0.26 -2.32 -1.37
H -0.88 1.84 -2.62
H 0.75 0.99 -2.60
H -0.79 0.34 -1.84
H 0.07 2.89 -0.66
H -0.25 2.60 1.60
H -0.64 0.14 2.80
H 0.90 0.55 3.13
H -0.39 1.58 3.77
H 1.31 -0.31 -0.55
H 1.06 -2.00 0.94
H -1.51 -1.35 0.01
H 0.14 -3.09 -0.70
H -1.10 -2.81 -1.81
H 0.46 -1.97 -2.12